Here is C3H7NO in the gas phase at a distorted geometry from the Open Molecules 2025 dataset. Energies are from ωB97M-V/def2-TZVPD.

Each line ends with the natural charge from an NBO analysis.
Element x y z (Å)
1 C 0.25135 1.28308 0.76970  0.5255
2 N -0.08212 0.10225 0.19714  -0.4343
3 C -0.99250 0.02386 -0.92998  -0.4265
4 C 0.80939 -1.03659 0.36800  -0.4077
5 O -0.20958 2.38693 0.54290  -0.6140
6 H 0.91716 1.25167 1.64175  0.1156
7 H -1.34420 1.03066 -1.09367  0.2423
8 H -1.83309 -0.62508 -0.73582  0.2007
9 H -0.50631 -0.29232 -1.86637  0.1936
10 H 1.56194 -1.14869 -0.46514  0.1872
11 H 0.10807 -1.84441 0.24991  0.2004
12 H 1.31988 -1.13137 1.32157  0.2172

The calculation puts the HOMO energy at -9.50 eV. The value obtained for the lowest unoccupied orbital energy is 0.0315 Eh. The value obtained for the HOMO-LUMO gap is 10.36 eV.

Here is a molecular structure, C29H25CaF6N3O4S2SbSe at a distorted geometry from the Open Molecules 2025 dataset. Energies are from ωB97M-V/def2-TZVPD.

Each line ends with the Löwdin charge.
Element x y z (Å)
1 Ca 2.64111 -2.99858 1.01958  1.4221
2 F -0.45821 -3.50750 5.88295  0.1456
3 C 0.41483 -2.76870 5.16088  -0.5834
4 F -0.34430 -2.06384 4.23574  0.0774
5 F 0.95133 -1.84539 5.95293  0.1691
6 S 1.64976 -3.83291 4.21104  0.7382
7 O 2.40097 -2.84637 3.35811  -0.4716
8 O 2.34357 -4.44121 5.32010  -0.2236
9 N 0.71601 -4.78098 3.25686  -0.3146
10 S 0.85449 -4.98242 1.74278  0.6799
11 O 0.34357 -3.78468 0.98845  -0.4037
12 O 2.24781 -5.24224 1.20231  -0.4682
13 C -0.14047 -6.78164 1.71103  -0.5051
14 F -1.28929 -6.53687 2.34614  0.1406
15 F 0.37166 -7.88469 2.33348  0.1539
16 F -0.43905 -7.11767 0.43231  0.1351
17 C 1.39194 3.50396 -1.88774  -0.1018
18 C 0.14373 4.35993 -1.70668  -0.3155
19 C 0.29161 5.75865 -1.86256  -0.0462
20 C -0.81667 6.55672 -1.74040  -0.0983
21 C -2.07840 6.03970 -1.59196  -0.0778
22 C -2.21473 4.65279 -1.42284  -0.1316
23 C -1.10861 3.80725 -1.40091  -0.3333
24 Sb -1.35140 1.72802 -0.72154  1.5165
25 C -3.08791 0.88260 -1.78307  -0.3318
26 C -3.59914 1.48807 -2.90203  -0.1453
27 C -4.26874 0.76201 -3.88889  -0.0959
28 C -4.37133 -0.61450 -3.81859  -0.0868
29 C -3.86670 -1.25623 -2.68168  -0.0533
30 C -3.25268 -0.52814 -1.64401  -0.3068
31 C -2.87324 -1.27511 -0.36562  -0.0759
32 C -1.91519 1.90649 1.38107  -0.3458
33 C -3.27347 2.07330 1.73569  -0.1247
34 C -3.73383 1.63002 2.97962  -0.0877
35 C -2.84530 1.01507 3.87064  -0.0679
36 C -1.48560 0.96002 3.55851  -0.0544
37 C -0.98785 1.51300 2.34931  -0.3323
38 C 0.51747 1.57685 2.13767  -0.0953
39 H 2.07121 4.09691 -2.51679  0.0702
40 H 1.17298 2.51556 -2.41398  0.0652
41 H 1.87846 3.24888 -0.92974  0.0679
42 H 1.27817 6.10699 -2.07188  0.1017
43 H -0.68170 7.62039 -1.62609  0.1075
44 H -2.91049 6.71405 -1.55588  0.1013
45 H -3.18590 4.21536 -1.18067  0.0914
46 H -3.54622 2.55900 -3.00793  0.0839
47 H -4.74932 1.24846 -4.75807  0.1140
48 H -4.72412 -1.20393 -4.68975  0.1158
49 H -3.92868 -2.33095 -2.53204  0.1055
50 H -2.94295 -2.31451 -0.46128  0.0426
51 H -3.49731 -0.98479 0.49464  0.0893
52 H -1.81245 -1.08094 -0.04304  0.0494
53 H -4.02128 2.39137 0.96928  0.1085
54 H -4.73813 1.89104 3.24957  0.0970
55 H -3.16797 0.55357 4.80227  0.1064
56 H -0.78649 0.53238 4.20101  0.0707
57 H 0.90259 2.51634 1.65956  0.0826
58 H 0.94456 0.69684 1.59729  0.0555
59 H 0.93319 1.55850 3.18582  0.0860
60 Se 5.30949 -1.67633 1.02394  1.1386
61 N 4.08142 -1.87214 -0.29537  -0.4774
62 C 4.51808 -1.44633 -1.45817  -0.3441
63 C 3.76034 -1.18301 -2.60966  -0.0095
64 C 4.44953 -0.91837 -3.73939  -0.0345
65 C 5.86325 -0.96295 -3.79955  -0.0388
66 C 6.67885 -1.13301 -2.71188  0.0035
67 C 6.01648 -1.44596 -1.50792  -0.3182
68 N 6.62092 -1.61197 -0.30531  -0.1566
69 H 2.67435 -1.03087 -2.53578  0.1336
70 H 3.99236 -0.72110 -4.68886  0.1215
71 H 6.29375 -0.64718 -4.76152  0.1292
72 H 7.77529 -1.02608 -2.73152  0.1401

The calculation puts the HOMO energy at -9.92 eV. The value obtained for the lowest unoccupied orbital energy is -0.1964 Eh. Its charge is +1. The value obtained for the HOMO-LUMO gap is 4.57 eV.

Here is a molecular structure, C22H33AuCl2N4O3 at a distorted geometry from the Open Molecules 2025 dataset. Energies are from ωB97M-V/def2-TZVPD.

Each line ends with the Mulliken spin population.
Element x y z (Å)
1 O 1.40543 -1.62896 -3.17023  0.2266
2 C 2.24295 -0.93993 -2.56203  0.0719
3 C 3.18576 -1.63636 -1.58966  -0.0290
4 C 3.00179 -1.73104 -0.21603  0.0145
5 H 2.21618 -1.15034 0.27401  0.0077
6 C 3.83833 -2.58427 0.53428  0.0015
7 H 3.63324 -2.74470 1.60052  0.0001
8 C 4.93944 -3.20837 -0.06823  0.0003
9 H 5.59756 -3.87432 0.51339  -0.0001
10 C 5.16614 -3.01985 -1.44697  0.0020
11 H 6.02568 -3.48730 -1.93895  0.0003
12 C 4.24526 -2.30386 -2.21233  -0.0078
13 H 4.34561 -2.22346 -3.29919  -0.0016
14 H 2.85409 0.03219 -2.92658  0.0325
15 C 0.77992 1.49801 -2.53880  0.0856
16 C 1.47046 0.78729 -1.44525  0.5615
17 H 1.48323 2.07383 -3.17649  0.0088
18 H 0.05475 2.23018 -2.14716  0.0012
19 H 0.26020 0.80177 -3.20848  0.0015
20 C 2.47991 1.25084 -0.67338  -0.0757
21 C 2.64951 2.68897 -0.33102  0.0833
22 H 3.23591 0.60499 -0.22838  0.0110
23 H 3.26479 3.18602 -1.08797  0.0011
24 H 3.14400 2.76991 0.63772  -0.0041
25 H 1.67401 3.18602 -0.26574  -0.0095
26 Au -0.43478 1.19371 0.52564  0.5184
27 Cl 1.14733 1.20117 2.24039  0.1987
28 Cl -0.75794 3.54276 0.22414  0.1352
29 C -1.62887 2.15166 3.70532  -0.0015
30 O -2.49265 1.28569 3.47503  0.0000
31 N -1.90648 3.47049 3.64771  -0.0008
32 C -3.29566 3.86836 3.61376  0.0001
33 C -0.86114 4.47538 3.63506  0.0018
34 H -0.57059 1.93178 3.98082  0.0020
35 H -3.79376 3.43423 2.73656  -0.0001
36 H -3.33749 4.95848 3.57876  0.0002
37 H -3.82008 3.51461 4.51347  0.0000
38 H -0.14903 4.26037 2.82527  -0.0017
39 H -0.32350 4.48905 4.59759  0.0002
40 H -1.32817 5.45084 3.46289  -0.0003
41 H -4.48936 0.25536 -1.52373  0.0011
42 H -3.35842 -1.98904 -3.64734  0.0000
43 C -4.07188 0.53279 -2.50402  -0.0013
44 C -2.69822 -1.12743 -3.80862  0.0011
45 N -2.81273 -0.15719 -2.72213  0.0015
46 H -3.90177 1.61839 -2.51181  0.0002
47 C -1.83699 0.04761 -1.86273  -0.0080
48 O -2.03768 0.85506 -0.89099  0.0815
49 H -1.66694 -1.48230 -3.86736  0.0002
50 H -0.89016 -0.48663 -2.04758  -0.0136
51 H -4.75292 0.24099 -3.30962  -0.0001
52 H -2.95711 -0.66995 -4.76824  0.0002
53 N -1.50675 -4.86420 1.73122  -0.0011
54 C -1.20582 -3.56099 1.50274  -0.0071
55 C -0.39071 -3.17497 0.41757  0.0128
56 C -0.21766 -1.82896 0.14460  0.0509
57 N -0.73668 -0.87210 0.94349  0.0972
58 C -1.42246 -1.23197 2.04625  -0.0045
59 C -1.70208 -2.54684 2.34861  0.0085
60 H -1.14919 -5.58501 1.11760  -0.0002
61 H -2.13865 -5.11980 2.48540  0.0000
62 H 0.05647 -3.92937 -0.22884  0.0018
63 H 0.35138 -1.50198 -0.73008  -0.0608
64 H -1.78369 -0.43350 2.68795  0.0020
65 H -2.32132 -2.79386 3.20816  0.0021

The calculation puts the HOMO energy (spin up / spin down) at -6.89 / -8.38 eV. As for the multiplicity: 3. The value obtained for the lowest unoccupied orbital energy (spin up / spin down) is 0.0166 / -0.0486 Eh. Its expectation value of S² is 2.02. The value obtained for the HOMO-LUMO gap (spin up / spin down) is 7.34 / 7.06 eV.

Here is a molecular structure, C33H32N3O3PRuS2Si at a distorted geometry from the Open Molecules 2025 dataset. Energies are from ωB97M-V/def2-TZVPD.

Each line ends with the Mulliken spin population.
Element x y z (Å)
1 Ru 14.77079 -9.30673 14.80904  2.4395
2 N 14.20318 -11.25703 15.74213  0.0066
3 C 15.19380 -12.25742 15.52806  0.0584
4 C 15.05433 -13.46180 16.24891  -0.0029
5 C 15.86513 -14.52998 15.93915  0.0058
6 C 16.88890 -14.31617 15.00745  -0.0012
7 C 17.21181 -13.08117 14.52847  -0.0015
8 C 16.22481 -12.01373 14.62519  -0.0132
9 P 16.17261 -10.48429 13.61235  -0.1519
10 C 18.00077 -10.14044 13.47113  0.0029
11 C 18.71133 -10.63319 12.37075  -0.0053
12 C 19.95123 -10.06934 11.98817  0.0022
13 C 20.62960 -9.34360 12.93630  -0.0001
14 C 20.00814 -9.03334 14.13423  -0.0041
15 C 18.72051 -9.51738 14.49677  -0.0168
16 C 15.80860 -11.09731 11.97796  -0.0170
17 C 16.41682 -10.59938 10.78593  0.0209
18 C 16.36327 -11.28316 9.57921  -0.0047
19 C 15.82596 -12.54511 9.58811  0.0164
20 C 15.13027 -12.98501 10.75153  -0.0112
21 C 14.97210 -12.19999 11.86377  0.0109
22 H 13.32417 -11.50083 15.28343  0.0120
23 H 13.88605 -11.13960 16.72694  -0.0001
24 H 14.20338 -13.50793 16.93737  0.0001
25 H 15.84169 -15.50383 16.46164  0.0001
26 H 17.50686 -15.22829 14.77783  -0.0004
27 H 18.12077 -12.90730 13.96736  -0.0002
28 H 18.30231 -11.46062 11.77262  0.0009
29 H 20.36558 -10.30695 10.99940  0.0004
30 H 21.70106 -9.12891 12.76230  0.0001
31 H 20.63538 -8.49499 14.86371  0.0000
32 H 18.36308 -9.32499 15.49416  0.0011
33 H 16.93326 -9.65325 10.90353  0.0015
34 H 16.82381 -10.82330 8.72675  -0.0002
35 H 15.96939 -13.24206 8.75961  0.0010
36 H 14.75826 -14.01539 10.77869  -0.0001
37 H 14.22804 -12.47671 12.58926  0.0096
38 C 15.07868 -4.88436 17.33400  0.0227
39 Si 16.35474 -4.40944 16.00404  -0.0073
40 C 18.08541 -4.52184 16.60179  0.0050
41 C 15.81967 -2.63950 15.44267  0.0003
42 C 16.11191 -5.55839 14.56686  -0.0077
43 C 15.73650 -5.09253 13.31229  -0.0024
44 C 14.96184 -5.80125 12.39587  0.0233
45 C 14.53506 -7.09010 12.70152  0.0079
46 N 15.04406 -7.58981 13.83551  -0.0332
47 C 15.82186 -6.91009 14.75980  0.0581
48 S 16.07052 -7.94140 16.15402  0.4449
49 H 15.14283 -4.09358 18.07151  0.0014
50 H 15.18966 -5.90991 17.64366  -0.0069
51 H 14.13536 -4.77965 16.77152  -0.0025
52 H 18.18587 -3.84309 17.38868  -0.0001
53 H 18.79027 -4.25117 15.85868  -0.0007
54 H 18.26133 -5.49421 16.98763  0.0001
55 H 15.83613 -1.94874 16.30008  0.0002
56 H 14.82141 -2.64111 14.98047  0.0002
57 H 16.49158 -2.21565 14.63639  -0.0001
58 H 16.05002 -4.05135 13.06001  -0.0005
59 H 14.72120 -5.34267 11.42378  0.0006
60 H 13.85436 -7.72426 12.06828  0.0029
61 O 12.85848 -7.53364 17.13321  0.0416
62 S 12.22344 -8.55722 16.32076  0.0612
63 O 12.21618 -9.86417 17.04726  0.0197
64 N 12.75527 -8.72287 14.74268  0.0982
65 C 11.72615 -8.38376 13.80395  0.1447
66 O 11.78202 -8.41547 12.56824  0.1524
67 C 10.48307 -8.13460 14.51085  0.2780
68 C 9.23638 -7.87057 13.90607  0.2488
69 C 8.11678 -7.54113 14.73116  0.2757
70 C 8.30137 -7.38108 16.10259  0.1553
71 C 9.53169 -7.62797 16.67318  0.2491
72 C 10.59966 -8.08924 15.89284  0.3554
73 H 9.17219 -7.99685 12.83151  0.0138
74 H 7.13872 -7.29669 14.29396  0.0107
75 H 7.45831 -7.28375 16.76452  0.0221
76 H 9.72640 -7.39476 17.74329  0.0074

The calculation puts the HOMO energy (spin up / spin down) at -7.85 / -11.27 eV. As for the multiplicity: 6. The value obtained for the lowest unoccupied orbital energy (spin up / spin down) is -0.0956 / -0.2331 Eh. Its expectation value of S² is 8.78. Its charge is +1. The value obtained for the HOMO-LUMO gap (spin up / spin down) is 5.25 / 4.93 eV.

Here is C14H15FN2O3S2 in the gas phase from the Open Molecules 2025 dataset. Energies are from ωB97M-V/def2-TZVPD.

Each line ends with the natural charge from an NBO analysis.
Element x y z (Å)
1 C -6.98849 -0.51218 -0.86234  -0.6269
2 C -5.55310 -0.14872 -0.64821  -0.1181
3 C -4.93822 0.90198 -1.31508  -0.1834
4 C -3.60983 1.21428 -1.09880  -0.2504
5 C -2.84469 0.47662 -0.19786  0.1643
6 C -3.43465 -0.58261 0.48381  -0.3412
7 C -4.76340 -0.86673 0.24329  0.4793
8 F -5.32400 -1.89762 0.91334  -0.3355
9 H -2.87260 -1.17426 1.18587  0.2692
10 N -1.50797 0.84271 -0.01566  -0.5963
11 C -0.56817 0.28188 0.79779  0.6909
12 O -0.75755 -0.67321 1.51466  -0.6078
13 C 0.76409 1.01635 0.72906  -0.5279
14 H 0.99411 1.31388 -0.29476  0.2489
15 H 0.68564 1.91824 1.34443  0.2226
16 C 1.89864 0.13521 1.25717  -0.2233
17 N 3.16984 0.81596 1.34218  -0.8573
18 S 3.96474 1.15865 -0.08783  2.3291
19 O 3.05127 1.18105 -1.19550  -0.9407
20 O 4.78906 2.30152 0.15951  -0.9315
21 C 4.99520 -0.26399 -0.24511  -0.5635
22 C 6.29892 -0.38825 0.12225  -0.2033
23 C 6.79766 -1.68653 -0.11656  -0.2576
24 C 5.85831 -2.51104 -0.65307  -0.3909
25 S 4.34954 -1.71992 -0.88376  0.4971
26 H 5.96443 -3.54115 -0.92946  0.2423
27 H 7.80620 -1.98807 0.09986  0.2324
28 H 6.86209 0.42797 0.53413  0.2468
29 H 3.17530 1.61951 1.95078  0.4066
30 H 2.03851 -0.71262 0.58345  0.2111
31 H 1.63806 -0.25282 2.24517  0.2314
32 H -1.21142 1.62829 -0.57869  0.4012
33 H -3.15968 2.03830 -1.63356  0.2054
34 H -5.51295 1.48698 -2.01749  0.2139
35 H -7.06442 -1.51893 -1.27205  0.2242
36 H -7.46539 0.18412 -1.54644  0.2144
37 H -7.52510 -0.50486 0.08545  0.2249

The calculation puts the HOMO energy at -8.51 eV. The value obtained for the lowest unoccupied orbital energy is 0.0199 Eh. The value obtained for the HOMO-LUMO gap is 9.05 eV.

How do the records compare in energy relative to the best compared isomer or geometry (same formula, charge and spin)? In the order shown, they have 93.79; 109.60; 165.39; 123.25; 10.20 kJ/mol.